Here is a structure of composition C20H43OP3SY in a non-equilibrium geometry from the OMol25 dataset. Energies are from ωB97M-V/def2-TZVPD.

HOMO = -17.051 eV
Charge = +3
Relative energy (zero: lowest compared OMol25 entry of this formula, charge and spin) = 210.4 kJ/mol
Energy = -2322.6672 Eh
Lowest unoccupied orbital energy = -10.471 eV
Kohn-Sham gap = 6.58 eV

Element x y z (Å)
Y 0.05986 0.19539 -0.27317
P -1.63734 2.05138 0.77125
P -2.06289 -1.48115 1.54429
P 2.15247 2.05310 -0.43569
H -0.66663 -4.83586 -0.07360
C 0.22003 -4.30986 -0.42604
C 1.25126 -3.98055 0.36308
H 1.16167 -4.10301 1.44413
C -2.78350 2.31434 -0.61706
C -2.80076 2.12305 2.15574
C -0.88523 3.69204 0.97317
C -1.97877 -3.23877 2.11870
C -2.53413 -0.97724 3.25952
C -3.72560 -1.39737 0.74846
C 3.83325 1.40101 -0.79153
C 2.52194 3.20565 0.92805
C 1.93507 3.03367 -1.98332
H 0.23134 -4.01826 -1.48437
H 2.18919 -3.52877 -0.01369
H -3.35485 3.20520 -0.33320
H -3.45322 1.45113 -0.73185
H -2.23581 2.49316 -1.55186
H -3.32280 3.07910 2.04256
H -2.27025 2.11822 3.11522
H -3.52607 1.30373 2.11052
H -1.72889 4.36536 1.15990
H -0.34169 3.99768 0.07049
H -0.21562 3.71254 1.84184
H -2.98578 -3.66973 2.15680
H -1.55932 -3.27892 3.12982
H -1.32818 -3.80770 1.46284
H -3.47617 -1.48470 3.52811
H -2.66321 0.09662 3.37460
H -1.74007 -1.29570 3.94821
H -4.44355 -2.04858 1.26259
H -3.64561 -1.71557 -0.29790
H -4.11137 -0.36941 0.73968
H 4.09377 1.61596 -1.83380
H 3.88510 0.31236 -0.67138
H 4.59115 1.86391 -0.14627
H 3.05307 4.11442 0.59594
H 3.14717 2.69114 1.67619
H 1.60017 3.53687 1.42027
H 2.91890 3.26115 -2.41461
H 1.40910 3.98014 -1.80432
H 1.38769 2.44244 -2.73702
C 0.96794 -1.37788 -3.96588
C 0.40305 -0.68386 -5.06195
C 0.96394 -0.83304 -6.32545
C 1.98151 -1.77513 -6.51375
C 2.24435 -2.72264 -5.52673
C 1.64345 -2.58273 -4.26898
S 0.83094 -0.86139 -2.33937
H -0.25935 0.16516 -2.25114
H -0.47846 -0.07295 -4.94282
H 0.60907 -0.25048 -7.18046
H 2.55024 -1.79706 -7.42811
H 2.92343 -3.56008 -5.70733
H 1.67152 -3.39714 -3.54817
C 0.28931 1.13005 3.82236
C 0.78737 0.01322 2.99751
C 1.27090 -1.22040 3.63003
O 0.80142 0.05579 1.72085
H 0.94971 1.24478 4.70099
H -0.71297 0.88587 4.22382
H 0.24701 2.08011 3.26627
H 0.48117 -1.99262 3.63935
H 2.12590 -1.63546 3.07579
H 1.54368 -0.98174 4.66191

Here are the Mulliken charges for atoms 1 to 6, given in e: Y -0.28; P 1.35; P 0.91; P 1.19; H 0.36; C -0.66

---

Here is a cluster of 2 separate species, CH2BrNO4 in total in a non-equilibrium geometry from the OMol25 dataset. Energies are from ωB97M-V/def2-TZVPD.

HOMO = -10.626 eV
Charge = 0
Relative energy (zero: lowest compared OMol25 entry of this formula, charge and spin) = 362.7 kJ/mol
Energy = -2968.8410 Eh
Lowest unoccupied orbital energy = -1.218 eV
Kohn-Sham gap = 9.41 eV

Element x y z (Å)
C 0.44322 0.38791 0.34041
N -0.00104 -1.04385 -0.09099
O 0.69976 -1.61364 -0.90754
O -0.88569 -1.50052 0.63626
O -0.08106 0.74563 1.48857
O -0.84970 1.05838 -0.98819
Br 2.11986 0.88762 -0.13921
H -0.89028 -0.03446 1.55050
H -0.55508 1.11294 -1.88980

Here are the Mulliken charges for atoms 1 to 6, given in e: C 0.34; N 1.04; O -0.49; O -0.63; O -0.42; O -0.64

---

Here is a structure of composition C34H23BrN8SSe5Y from the OMol25 dataset. Energies are from ωB97M-V/def2-TZVPD.

HOMO = -9.381 eV
Charge = +1
Relative energy (zero: lowest compared OMol25 entry of this formula, charge and spin) = 0.0 kJ/mol
Energy = -16765.2564 Eh
Lowest unoccupied orbital energy = -3.494 eV
Kohn-Sham gap = 5.89 eV

Element x y z (Å)
Y 0.39822 -0.16920 0.10567
Br -4.75817 -4.02989 4.45401
C -3.46515 -2.79027 3.85796
C -3.83075 -1.80771 2.95090
C -2.87913 -0.91406 2.49203
C -1.57628 -0.99156 2.96207
C -1.21786 -1.97395 3.87708
C -2.16377 -2.88262 4.32313
N -0.57230 -0.09284 2.47693
C 0.09510 0.53132 3.36014
C 1.26387 1.35484 3.02589
C 1.79766 2.20196 3.98570
C 2.89702 2.98079 3.66214
C 3.42907 2.87292 2.38925
C 2.84302 1.98952 1.49621
N 1.78402 1.23828 1.79375
H -4.84888 -1.75277 2.59252
H -3.15066 -0.17259 1.75622
H -0.18466 -2.06649 4.18631
H -1.88764 -3.66414 5.01685
H -0.16656 0.46003 4.41670
H 1.35025 2.24622 4.96960
H 3.33004 3.65178 4.39149
H 4.28943 3.45192 2.08492
H 3.24682 1.87456 0.49834
Se 5.32056 -0.59440 -6.38222
N 5.55288 -0.95584 -4.65125
C 4.47494 -0.56075 -4.03246
C 4.28680 -0.67248 -2.59126
C 5.26716 -1.18881 -1.74742
C 5.02035 -1.24049 -0.39312
C 3.79394 -0.79443 0.07619
N 2.84244 -0.30232 -0.71358
C 3.08414 -0.23409 -2.03180
C 2.02575 0.35002 -2.87124
N 0.90258 0.74930 -2.24633
C -0.04086 1.34522 -2.97184
C 0.06661 1.54655 -4.34290
C 1.19608 1.10524 -4.99204
C 2.20664 0.49924 -4.24617
C 3.44559 0.02435 -4.85165
N 3.69808 0.09939 -6.12920
H 6.20120 -1.53480 -2.16981
H 5.75056 -1.63290 0.29967
H 3.56381 -0.83622 1.13334
H -0.92850 1.64878 -2.43627
H -0.73935 2.02949 -4.87633
H 1.32351 1.22248 -6.06005
Se -2.18446 -0.46379 -0.99744
Se -0.83390 -2.30862 -1.51633
Se -0.64696 -3.44405 0.53624
Se 1.38526 -2.58039 1.31294
S -1.99573 6.54319 0.47280
C -1.32818 4.92670 0.34372
C -0.09559 4.61117 -0.22297
C 0.29928 3.28908 -0.25616
N -0.43046 2.27621 0.22060
C -1.61637 2.58889 0.75995
C -2.09724 3.87654 0.84734
C -0.75478 7.51751 -0.34826
C -0.81746 7.71702 -1.71914
C 0.16858 8.49321 -2.31366
N 1.16454 9.05785 -1.63738
C 1.20196 8.87229 -0.32150
C 0.26800 8.11414 0.37255
H 0.54724 5.37434 -0.63720
H 1.25190 3.02694 -0.70327
H -2.20590 1.75978 1.12895
H -3.06644 4.05762 1.29272
H -1.61343 7.28280 -2.30881
H 0.15099 8.67113 -3.38264
H 2.01428 9.35408 0.21035
H 0.33503 7.99789 1.44580

Here are the Mulliken charges for atoms 1 to 6, given in e: Y 0.43; Br -0.16; C 0.07; C -0.92; C -0.12; C -0.32

---

Q: Kohn-Sham gap of number 1 (C20H43OP3SY)?
A: 6.58 eV

---

Q: Among the records above, which one has the highest Kohn-Sham gap?
A: CH2BrNO4

---

Q: Look up the relative energy (zero: lowest compared OMol25 entry of this formula, charge and spin) of the third one.
A: 0.0 kJ/mol

---

Q: Which of these has the highest relative energy (zero: lowest compared OMol25 entry of this formula, charge and spin)?
A: CH2BrNO4